81
Properties=species:S:1:pos:R:3:forces:R:3:lowdin_charge:R:1 method="wB97M-V/def2-TZVPD" e_lumo_ev=-0.21 multiplicity=1 e_homo_ev=-5.1 homo_lumo_gap_ev=4.892
Ba 0.751 2.035 1.055 1.97 1.44 2.49 1.77
I 2.819 -1.915 4.114 -0.23 -0.04 -0.04 0.92
Cl -2.143 -1.660 6.985 -0.29 -0.25 0.52 0.67
Si 0.570 1.537 -2.327 0.10 -1.21 2.35 0.35
Si 4.331 1.717 1.461 -0.41 -1.28 -1.49 0.31
O -2.243 -0.426 -2.738 -0.78 0.80 1.36 -0.13
O -0.930 -1.992 -1.386 -0.22 -1.61 0.39 -0.25
O 0.968 -0.157 2.252 -1.05 -0.42 1.51 -0.38
N -1.407 1.157 2.734 -1.58 0.25 -0.01 0.00
C 0.072 -1.669 5.439 -0.84 0.47 0.02 -0.17
C -3.068 0.382 4.853 0.51 -0.52 0.40 -0.04
C 0.306 -0.434 3.337 1.36 0.13 -1.11 -0.45
C 1.710 0.187 -3.002 0.20 0.26 -0.54 -0.16
C -2.946 -3.350 -0.919 -0.26 -0.11 -0.24 -0.06
C -2.592 -2.152 -4.345 0.57 -0.46 -0.04 -0.03
C -3.480 1.321 3.949 -0.82 0.45 -0.08 -0.08
C 0.843 -1.296 4.332 -0.97 0.65 -0.33 -0.66
C -1.946 -2.368 -0.400 1.37 0.42 0.02 -0.22
C 3.350 0.744 0.233 -0.34 0.26 0.57 -0.38
C -1.794 -0.222 4.706 0.61 -0.22 0.00 -0.18
C 5.747 0.735 2.225 0.45 0.17 0.38 -0.21
C -1.225 -1.171 5.616 0.93 0.18 -0.91 -0.64
C -2.639 1.691 2.891 1.84 -0.76 -0.04 -0.14
C -0.491 2.236 -3.680 -0.38 0.78 -0.73 -0.19
C 3.275 2.354 2.908 0.15 0.30 0.45 -0.27
C -1.787 -0.963 -3.981 0.39 1.30 -0.12 -0.19
C 1.080 -3.002 -0.331 0.67 0.05 0.37 -0.05
C -1.002 0.186 3.582 0.03 -0.46 0.68 -0.17
C -3.500 0.442 -2.718 0.97 -1.39 0.14 -0.08
C 1.635 2.976 -1.726 0.21 0.37 -0.71 -0.27
C 0.153 -3.013 -1.505 -1.00 0.24 -0.32 -0.19
C -0.231 0.973 -0.739 -2.07 -2.05 -3.23 -0.64
C 5.053 3.216 0.561 0.26 0.27 0.18 -0.20
C -4.252 0.276 -1.409 0.11 0.66 -0.61 -0.03
H 2.055 3.444 -2.622 0.16 0.33 0.24 0.03
H 1.023 3.729 -1.196 0.16 0.00 -0.32 0.01
H -3.632 -1.923 -4.480 -0.57 0.05 0.01 0.08
H 0.037 3.122 -4.076 -0.25 -0.29 -0.03 0.04
H -5.210 0.824 -1.529 0.52 -0.30 0.20 0.10
H 4.356 4.069 0.549 0.18 -0.19 -0.07 0.02
H 3.011 -0.243 0.591 0.04 0.24 0.13 -0.06
H -1.945 -0.081 -4.615 0.42 -0.65 -0.56 0.13
H 1.226 -0.795 -3.150 0.17 0.46 0.05 0.00
H -2.368 -1.409 -0.076 -0.09 -0.24 0.05 0.12
H -1.461 2.603 -3.313 0.23 -0.05 -0.04 0.02
H 3.766 0.593 -0.775 0.18 0.37 0.31 -0.06
H 0.505 -2.348 6.169 -0.22 0.10 -0.01 0.09
H -3.678 0.717 -0.585 -0.24 -0.25 -0.08 0.08
H -3.165 1.442 -2.995 -0.01 -0.16 0.33 0.11
H -4.010 -0.031 -3.535 -0.75 0.27 -0.37 0.11
H 2.007 -3.513 -0.605 -0.01 0.07 -0.17 0.09
H 2.620 1.577 3.335 0.14 0.17 -0.16 0.00
H -3.593 -3.664 -0.102 -0.18 0.03 -0.02 0.09
H 6.295 0.192 1.440 -0.22 0.16 0.17 0.03
H 1.361 -1.989 -0.024 -0.13 -0.08 0.02 0.08
H -2.910 2.433 2.143 -0.12 -0.02 0.26 0.10
H 3.961 2.656 3.712 -0.13 0.00 -0.07 0.03
H -3.539 -2.916 -1.723 -0.20 -0.08 0.07 0.06
H -4.475 -0.781 -1.247 0.02 0.16 0.17 0.08
H 2.558 0.056 -2.315 -0.31 0.01 -0.14 0.01
H -4.458 1.811 4.049 0.46 -0.29 -0.04 0.11
H -3.656 0.065 5.718 -0.04 0.31 -0.39 0.09
H 2.108 0.534 -3.977 -0.04 -0.32 0.30 0.04
H 0.678 -2.803 -2.436 -0.13 0.28 0.07 0.11
H -1.858 -1.023 -1.996 0.48 0.57 -0.11 0.09
H -0.673 1.568 -4.530 0.07 0.09 0.16 0.02
H -2.465 -4.245 -1.309 0.05 -0.04 0.01 0.08
H -0.072 -0.098 -0.455 -0.11 0.90 -0.32 -0.02
H -2.202 -2.496 -5.275 0.11 -0.49 -0.86 0.09
H 2.682 3.255 2.664 0.26 -0.28 0.16 -0.02
H 5.298 2.950 -0.478 -0.09 0.07 0.27 0.03
H 5.981 3.547 1.055 -0.23 0.04 -0.18 0.02
H -0.702 -1.142 -3.814 -0.81 0.08 -0.39 0.13
H -1.396 -2.780 0.430 -0.01 -0.06 0.57 0.12
H 5.378 -0.003 2.953 0.04 0.14 -0.20 -0.01
H -2.452 -2.948 -3.619 -0.11 -0.02 0.04 0.08
H 2.464 2.635 -1.081 -0.26 -0.02 -0.20 -0.03
H -1.308 1.222 -0.549 0.43 -0.05 -0.20 -0.03
H 0.716 -3.570 0.523 -0.26 0.22 0.11 0.08
H 6.468 1.387 2.744 -0.07 -0.17 0.01 0.02
H -0.313 -4.003 -1.618 -0.02 0.27 -0.04 0.11

82
Properties=species:S:1:pos:R:3:forces:R:3:mulliken_spin:R:1 method="wB97M-V/def2-TZVPD" total_charge=-1 e_lumo_ev="2.28 / 2.29" multiplicity=8 s2=16.08 e_homo_ev="-3.2 / -3.1" homo_lumo_gap_ev="5.436 / 5.434"
Gd -0.928 -0.793 0.113 0.14 1.65 -1.07 6.46
Cl 0.245 0.031 -2.187 0.14 -0.46 -0.39 0.00
Cl -2.722 -0.205 1.848 -0.42 -0.15 0.84 0.01
S 4.210 0.415 2.719 -0.81 -0.32 -0.79 0.00
P -1.017 -3.317 -1.121 -0.11 0.74 1.45 0.05
P 0.148 3.841 -1.240 -0.97 -3.60 0.96 0.00
O 1.048 -0.508 0.977 1.60 0.24 1.90 0.07
O 5.310 -0.531 2.695 -0.68 0.61 -0.06 0.00
O 4.506 1.815 2.905 0.10 -0.42 -0.02 0.00
N 3.168 0.220 1.433 0.20 -0.52 0.57 0.00
C 1.709 -3.159 -1.816 -0.01 0.11 0.12 0.00
C 1.995 -0.254 1.823 0.16 0.57 -2.37 0.01
C -2.080 3.216 -2.828 -0.10 0.17 0.10 0.01
C -0.892 4.209 -2.687 -0.01 0.52 0.08 -0.01
C 0.659 -0.759 3.990 0.71 0.01 -0.66 0.00
C -2.605 -3.170 -2.096 0.30 -0.73 -0.39 -0.01
C 0.492 3.746 1.569 -0.05 -0.17 -0.26 0.00
C 1.898 3.576 -1.608 0.28 0.76 -0.08 0.00
C 1.975 -0.551 6.010 0.04 0.13 -0.23 0.00
C 0.750 -0.840 5.371 0.55 0.07 0.40 0.00
C 1.822 -0.424 3.270 -0.72 0.05 0.88 0.00
C 2.996 -0.091 3.905 0.01 -0.26 1.05 0.00
C 0.500 -5.419 -2.161 0.35 -0.33 -0.12 0.00
C -3.717 -2.296 -1.454 0.13 -0.01 0.18 0.03
C -1.197 -4.362 0.539 0.00 -0.42 -1.59 0.01
C 2.658 2.595 -0.673 0.09 -0.12 0.04 0.00
C -0.382 4.368 0.458 0.07 1.34 -0.15 -0.01
C -2.424 -3.890 1.326 0.15 0.40 0.05 0.00
C 3.112 -0.153 5.277 -0.41 -0.18 0.63 0.00
C -1.858 4.010 0.745 0.22 -0.11 -0.17 0.01
C -1.240 5.703 -2.626 -0.53 0.21 -0.64 0.00
C 2.510 4.979 -1.743 1.07 -0.01 -0.16 0.00
C 0.099 -4.186 1.343 -0.05 0.13 0.09 0.00
C 0.398 -3.890 -2.179 -0.29 -0.50 -0.20 -0.01
C -3.057 -4.566 -2.545 -0.53 -0.10 -0.23 0.00
H -2.554 4.370 -0.026 0.23 -0.11 0.17 0.00
H -0.122 -1.132 5.967 0.37 0.19 -0.25 0.00
H 3.228 3.108 0.129 -0.35 -0.18 -0.41 0.00
H -4.486 -2.912 -0.958 0.34 0.20 -0.10 0.00
H 0.248 4.194 2.546 0.01 0.01 -0.32 0.00
H -2.496 -4.440 2.276 0.05 0.04 -0.23 0.00
H -0.271 -0.937 3.457 0.06 0.00 0.11 0.00
H 2.560 -3.597 -2.365 -0.33 -0.01 0.18 0.00
H -2.354 -5.000 -3.270 -0.14 0.13 0.25 0.00
H 3.604 4.912 -1.824 0.08 0.19 -0.02 0.00
H -2.330 -2.821 1.601 -0.21 -0.44 -0.09 0.01
H 4.058 0.103 5.760 -0.40 -0.11 -0.04 0.00
H 2.150 5.485 -2.653 -0.01 -0.18 0.28 0.00
H -1.715 2.214 -3.117 -0.04 0.49 0.18 0.00
H -1.323 -5.430 0.285 0.07 0.30 0.10 0.00
H -1.955 2.917 0.834 -0.06 0.30 -0.19 0.00
H -2.618 3.075 -1.874 0.26 0.15 -0.41 0.00
H -3.371 -4.018 0.784 0.32 0.02 0.09 0.00
H -0.240 4.059 -3.564 -0.01 0.01 0.36 0.00
H 2.010 1.830 -0.202 0.24 0.61 -0.41 0.00
H 1.928 -3.215 -0.735 -0.04 0.01 -0.44 0.00
H 1.570 3.858 1.393 -0.34 -0.02 0.08 0.00
H -0.324 6.312 -2.555 -0.33 -0.26 0.04 0.00
H 1.640 -2.092 -2.096 -0.04 -0.46 0.26 0.00
H 2.025 -0.611 7.099 0.04 0.01 -0.32 0.00
H 0.136 -3.584 -3.203 -0.16 0.06 0.24 0.00
H 2.271 5.632 -0.890 0.10 -0.32 -0.15 0.00
H 1.245 -5.771 -2.892 -0.12 0.14 0.18 0.00
H 3.382 2.025 -1.282 -0.16 0.28 0.31 0.00
H -3.139 -5.259 -1.696 0.01 0.16 -0.13 0.00
H -4.216 -1.698 -2.239 0.20 -0.33 0.32 0.00
H -2.807 3.570 -3.584 0.27 -0.07 0.18 0.00
H -1.885 5.942 -1.766 0.21 -0.08 -0.24 0.00
H -1.880 0.674 -0.750 -0.35 0.11 0.05 0.35
H 0.826 -5.782 -1.178 -0.12 0.05 -0.17 0.00
H 0.017 -4.723 2.298 -0.03 0.03 -0.18 0.00
H 1.900 3.106 -2.608 -0.27 0.16 0.36 0.00
H 0.257 2.670 1.645 0.21 0.29 -0.10 0.00
H -3.346 -1.561 -0.709 -0.32 -0.42 -0.40 0.00
H 0.268 -3.126 1.603 0.07 -0.31 -0.17 0.00
H -4.043 -4.540 -3.033 0.16 0.04 0.06 0.00
H 0.991 -4.569 0.822 -0.33 0.20 0.12 0.00
H -2.277 -2.623 -2.997 0.18 -0.11 0.32 0.00
H -0.261 5.474 0.466 -0.22 -0.38 0.57 0.00
H -0.452 -5.910 -2.412 0.24 0.18 0.13 0.00
H -2.170 4.451 1.702 0.13 0.00 -0.12 0.00
H -1.766 6.010 -3.544 -0.11 0.09 0.18 0.00

81
Properties=species:S:1:pos:R:3:forces:R:3:mulliken_spin:R:1 method="wB97M-V/def2-TZVPD" e_lumo_ev="0.01 / -2.15" multiplicity=3 s2=2.06 e_homo_ev="-5.6 / -5.1" homo_lumo_gap_ev="5.599 / 2.959"
I 1.559 -3.662 2.839 0.38 0.30 -0.10 0.03
Ni -2.840 0.151 -1.229 5.34 -0.12 0.53 0.96
Cl 6.018 -0.120 3.538 0.21 -0.16 0.30 0.05
Si -1.261 0.873 2.253 0.53 0.67 -0.77 0.01
Si -0.346 -0.314 -2.584 0.59 0.93 -0.12 -0.02
O -4.587 0.178 -1.082 -2.24 1.30 0.16 -0.04
O 1.294 -1.589 0.459 1.41 0.62 1.02 0.27
O -6.245 -1.469 0.463 0.12 -0.44 0.72 0.00
N 2.275 0.995 0.219 0.87 0.04 0.05 -0.04
C 0.305 1.189 3.263 0.20 -0.09 0.31 0.01
C 3.870 -1.670 3.013 -0.01 0.16 -0.06 -0.11
C -2.699 1.617 3.221 -0.35 0.11 0.32 0.00
C 4.099 0.428 1.729 -0.86 0.26 -0.63 -0.05
C 4.024 2.609 0.680 -0.18 -0.62 0.07 -0.05
C -4.891 1.558 -0.712 -0.77 0.08 0.58 0.00
C 4.573 -0.497 2.707 -0.47 -0.51 -0.25 0.29
C -6.199 -0.729 1.678 0.15 0.07 -0.07 0.00
C 1.346 -1.081 -2.865 0.00 -0.50 -0.04 0.00
C 2.906 0.107 1.002 0.25 0.52 0.45 0.07
C -1.183 -0.177 -4.265 -0.10 -0.07 -0.21 0.00
C -7.437 0.130 1.769 -0.11 -0.09 0.11 0.00
C -4.937 -0.178 -2.446 -0.81 -0.11 -0.03 0.01
C -6.440 -0.113 -2.482 -0.70 -0.01 -0.56 0.01
C -0.017 1.376 -1.882 0.81 0.03 0.18 -0.03
C -4.132 2.666 -1.420 -0.28 0.64 -0.44 -0.01
C -0.928 1.693 0.643 -2.98 0.70 0.86 0.16
C -5.239 -2.477 0.451 0.17 0.41 0.10 0.00
C 4.673 1.701 1.503 -0.45 0.01 -0.27 0.08
C 2.237 -1.208 1.189 -1.14 -0.51 -0.63 0.05
C -1.555 -0.988 2.180 0.02 -0.38 0.24 -0.01
C -1.375 -1.478 -1.516 0.10 -1.07 0.04 -0.06
C 2.718 -2.008 2.315 0.02 0.16 -0.12 0.28
C -5.507 -3.435 -0.679 -0.07 -0.24 0.10 0.00
C 2.816 2.200 0.075 0.11 -0.10 0.12 0.06
H 0.055 1.576 4.258 0.14 -0.11 -0.06 0.00
H -5.282 -0.109 1.719 -0.21 -0.25 -0.06 0.00
H -2.576 1.444 4.299 -0.08 -0.06 -0.12 0.00
H -0.015 2.327 0.675 -0.71 -0.44 -0.28 -0.01
H -2.278 -0.166 -4.191 0.09 0.02 -0.04 0.00
H -4.200 2.621 -2.521 -0.01 -0.13 0.39 0.00
H -0.863 2.060 -1.894 0.03 0.09 -0.14 0.01
H -1.632 -2.341 -2.150 0.21 0.12 -0.07 0.00
H -2.750 2.703 3.076 0.08 -0.15 -0.02 0.00
H -2.348 -1.384 -0.946 0.52 -0.35 0.17 0.03
H -4.736 1.602 0.381 0.12 -0.12 -0.56 0.00
H -3.674 1.203 2.939 0.03 0.00 0.00 0.00
H -6.841 -0.614 -1.580 0.19 0.24 -0.53 0.00
H -4.243 -2.001 0.334 -0.33 -0.15 0.10 0.00
H -4.447 0.501 -3.163 -0.19 -0.18 0.15 0.01
H -4.696 -4.165 -0.702 -0.05 -0.05 -0.15 0.00
H -7.556 0.773 0.894 0.10 0.00 0.05 0.00
H 4.390 3.618 0.488 0.05 -0.38 0.15 0.00
H -1.607 -1.406 3.197 -0.01 0.04 -0.12 0.00
H 1.732 -1.536 -1.945 -0.11 0.08 -0.18 0.00
H -5.240 -3.009 1.423 0.02 0.14 -0.35 0.00
H -6.447 -3.968 -0.503 0.11 0.08 -0.13 0.00
H 2.277 2.910 -0.559 -0.01 -0.28 0.15 0.00
H -0.669 -1.840 -0.759 -0.18 0.17 0.02 0.01
H -0.733 -1.499 1.660 -0.19 0.19 0.09 -0.01
H -3.082 2.814 -1.138 -0.27 -0.41 0.03 0.01
H 0.822 1.809 -2.454 -0.23 -0.02 -0.22 0.00
H -0.876 0.744 -4.776 -0.03 -0.18 0.07 0.00
H 1.282 -1.854 -3.645 0.13 0.08 0.20 0.00
H -0.900 -1.030 -4.896 -0.14 0.16 0.05 0.00
H 0.919 0.289 3.388 0.00 0.03 0.08 0.00
H -7.375 0.752 2.665 -0.09 0.04 -0.07 0.00
H 0.280 1.308 -0.791 -0.37 -0.26 -1.71 0.02
H -5.961 1.667 -0.885 0.03 0.26 0.15 0.00
H -1.850 2.314 0.272 1.67 -0.77 0.72 0.01
H -6.832 -0.597 -3.387 0.04 0.14 0.23 0.00
H 2.082 -0.333 -3.193 -0.30 -0.07 0.03 0.00
H -5.563 -2.930 -1.648 0.01 -0.06 0.15 0.00
H -6.158 -1.420 2.542 0.01 0.17 -0.28 0.00
H -2.490 -1.275 1.680 0.06 0.16 -0.01 0.00
H -8.322 -0.507 1.844 0.05 0.11 -0.01 0.00
H 5.601 1.933 2.000 0.06 0.22 0.04 0.01
H 0.916 1.944 2.754 -0.09 -0.12 0.10 0.00
H -4.589 -1.209 -2.638 0.08 0.46 0.36 0.00
H -4.654 3.597 -1.138 0.16 -0.22 -0.07 0.00
H 4.219 -2.313 3.817 0.01 0.18 -0.15 0.00
H -6.754 0.941 -2.493 -0.16 -0.45 -0.11 0.00